Record 1
ORCA calculation (ωB97M-V/def2-TZVPD) on a molecular structure, C34H24AsF6MgNO4S2 at a distorted geometry.

Structure (XYZ):
```
73
C34H24AsF6MgNO4S2 (ωB97M-V/def2-TZVPD)
H -13.822 -3.533 -13.062
O -17.716 0.664 -17.803
C -10.501 -3.481 -14.060
C -15.822 -2.306 -9.961
H -12.550 -3.839 -11.366
O -16.322 -4.003 -17.577
H -20.610 2.043 -12.267
C -15.653 -2.289 -8.573
H -8.376 -3.193 -13.974
C -18.002 -4.729 -13.561
H -10.969 -0.357 -18.026
H -15.988 -3.132 -8.002
C -14.563 -0.141 -8.752
H -10.351 -3.971 -10.206
H -17.867 -5.729 -13.978
H -11.679 -4.499 -19.132
C -14.780 -0.163 -10.120
C -19.569 -0.401 -16.261
C -10.377 -3.826 -11.281
F -15.403 -3.383 -20.618
C -13.494 -2.888 -15.049
C -17.154 -2.579 -12.928
F -20.347 -0.364 -17.354
C -19.339 -4.294 -13.229
C -16.497 -2.779 -20.113
C -13.085 -3.351 -13.840
Mg -15.316 -2.084 -15.887
H -15.904 -4.148 -13.716
C -9.184 -3.689 -12.031
H -14.036 0.715 -8.333
S -17.746 -0.506 -16.959
As -15.797 -1.141 -12.759
F -19.743 0.745 -15.570
H -10.554 -2.295 -19.539
C -18.554 -0.652 -12.492
C -17.328 0.029 -12.455
H -14.475 0.715 -10.714
H -12.376 -0.659 -16.075
H -20.702 -0.412 -12.632
C -11.631 -3.764 -11.909
F -16.569 -1.535 -20.600
C -18.442 -2.108 -12.706
C -19.751 0.078 -12.429
H -14.977 -1.135 -6.880
C -19.707 1.468 -12.283
C -11.789 -3.669 -18.417
C -18.469 2.126 -12.215
F -19.935 -1.440 -15.481
H -20.556 -2.641 -12.615
C -19.557 -2.992 -12.812
H -13.048 -4.803 -17.074
C -15.033 -1.192 -7.947
C -17.282 1.436 -12.332
C -11.711 -3.550 -13.320
H -16.375 -3.138 -10.419
H -18.420 3.212 -12.077
C -11.147 -2.430 -18.657
H -10.530 -3.441 -15.142
O -16.740 -0.604 -15.821
C -12.537 -3.845 -17.263
H -20.182 -4.969 -13.357
C -12.132 -1.527 -16.685
S -16.430 -2.642 -18.161
C -11.370 -1.343 -17.824
N -17.866 -1.985 -17.687
C -12.689 -2.798 -16.308
H -16.295 1.905 -12.392
C -16.915 -3.882 -13.390
C -15.442 -1.231 -10.774
C -9.287 -3.443 -13.404
H -8.190 -3.817 -11.602
F -17.589 -3.489 -20.467
O -15.221 -1.757 -17.934
```

Calculated values
Net charge: 0
LUMO energy (eV): 0.05
Calculated total energy (eV): -149584.5678
Orbital gap (eV): 7.8



Record 2
ORCA calculation (ωB97M-V/def2-TZVPD) on 7 unconnected molecules or ions with the total composition H14O7 at a distorted geometry.

Structure (XYZ):
```
21
H14O7 (ωB97M-V/def2-TZVPD)
H 4.395 0.568 -2.696
H 5.309 2.924 -1.892
H -2.158 -0.870 -1.195
H -4.131 -1.961 3.510
O -0.290 3.568 2.225
H -0.386 -4.341 0.329
H -1.612 2.177 1.293
O 4.631 2.942 -2.592
O -1.767 1.555 0.540
O 4.840 -0.283 -2.546
O -1.829 -1.786 -1.510
H -0.380 4.356 2.762
H -1.658 0.812 1.159
O -4.809 -1.585 4.078
H 4.518 3.907 -2.463
H -1.457 -1.536 -2.360
H 5.399 -0.294 -3.323
H 0.070 3.787 1.360
H -4.392 -0.702 4.227
O -1.045 -4.918 -0.149
H -1.386 -4.184 -0.690
```

Calculated values
Net charge: 0
LUMO energy (eV): 0.17
Calculated total energy (eV): -14558.9778
Orbital gap (eV): 11.2



Record 3
ORCA calculation (ωB97M-V/def2-TZVPD) on a molecular structure, C23H47BrCaCsF3LiN5O8P at a distorted geometry.

Structure (XYZ):
```
91
C23H47BrCaCsF3LiN5O8P (ωB97M-V/def2-TZVPD)
C 8.916 -2.049 4.164
H 0.015 0.287 0.574
H 2.327 4.124 -0.168
H -2.389 -5.877 2.083
N 2.857 -2.595 1.600
H -1.054 -5.946 0.877
H -6.791 3.928 -4.834
C -2.053 2.351 -4.212
O 8.829 -0.888 4.522
Cs 0.298 -12.034 2.145
H -1.115 -0.361 -2.740
Li -2.143 -7.699 0.542
C -4.166 3.649 -1.573
C -8.204 5.416 -4.196
H 3.732 -0.976 0.502
H 2.697 -3.752 4.537
H -0.876 4.829 -2.131
C -1.317 -5.746 1.940
C -4.009 5.159 -1.577
C -2.362 2.032 -2.055
H -7.975 4.196 -2.446
C -0.654 0.564 -3.077
H -0.487 -0.275 2.826
F 6.007 -1.421 1.165
C 7.073 -2.731 4.392
H 1.452 7.007 -0.620
H 1.540 3.551 -2.412
H 2.910 -5.536 1.596
H 1.209 -0.235 3.314
H -0.056 -1.914 0.764
O 2.508 -2.044 -1.619
C 3.666 -2.056 0.499
H 0.147 0.844 -2.396
H 0.360 1.221 2.704
H 1.376 5.260 -2.833
H 0.837 -5.088 3.129
O -0.061 5.628 -0.414
H -0.351 3.657 -0.892
Br 3.875 -4.402 -1.246
H 3.144 5.352 -1.140
H 0.912 -4.657 1.397
C 3.534 -5.347 2.465
C 1.294 4.537 -2.017
F -1.283 1.630 1.179
C 2.170 4.967 -0.844
N -3.190 2.987 -2.449
H 1.465 6.091 0.899
C 0.474 -4.396 2.366
C 1.296 6.018 -0.175
H -7.301 5.843 -2.300
C 1.585 -2.388 1.718
N -1.662 1.624 -3.108
H -0.044 -10.645 1.611
O -0.801 -10.215 1.231
H 9.455 -2.795 4.781
P 3.923 -3.558 2.734
C 3.208 -2.596 -0.846
H -3.606 3.943 -4.313
N 0.874 -3.022 2.748
H -4.030 3.258 -0.566
H -1.601 2.173 -5.171
N 0.903 -1.589 0.819
C -8.126 5.248 -2.696
H -7.171 5.162 -6.050
H 2.947 -5.696 3.324
O 3.461 -3.226 4.259
F 1.978 0.518 0.793
H -0.775 -6.493 2.532
C 0.829 -0.143 1.160
Ca -4.581 -8.717 -0.456
C 0.488 0.152 2.585
H 6.849 -2.476 5.449
O -0.935 -4.449 2.299
H -4.764 5.614 -0.939
O -9.183 5.865 -4.735
H 6.482 -2.010 3.795
H -6.118 5.575 -4.684
H 9.058 -2.314 3.101
H -4.129 5.569 -2.582
H 4.465 -5.901 2.462
C -6.988 4.991 -4.992
H -5.162 3.360 -1.912
C -3.020 3.204 -3.799
H -3.024 5.451 -1.212
O 7.083 -3.915 4.075
H -0.250 0.423 -4.074
H -9.055 5.588 -2.244
C -0.096 4.600 -1.396
H -2.268 1.647 -1.035
H -0.006 -2.526 2.868
H 4.719 -2.393 0.654
```

Calculated values
Net charge: +1
LUMO energy (eV): -3.58
Calculated total energy (eV): -155099.1697
Orbital gap (eV): 5.0



Record 4
ORCA calculation (ωB97M-V/def2-TZVPD) on a molecular structure, C3H2GaLiO2 at a distorted geometry.

Structure (XYZ):
```
9
C3H2GaLiO2 (ωB97M-V/def2-TZVPD)
H -1.776 -1.833 0.809
C -1.511 -1.007 0.152
C -1.314 0.203 0.414
O 0.768 1.229 0.576
Ga 2.810 0.175 0.843
C 1.092 1.262 -0.638
O 1.517 0.169 -1.063
H -1.763 1.162 0.174
Li 0.177 -1.361 -1.266
```

Calculated values
Net charge: +3
LUMO energy (alpha / beta) (eV): -17.67 / -19.56
<S²>: 0.796
Calculated total energy (eV): -59776.2171
Spin multiplicity: 2
Orbital gap (alpha / beta) (eV): 8.1 / 6.0



Record 5
ORCA calculation (ωB97M-V/def2-TZVPD) on 2 unconnected molecules or ions with the total composition C5H14 at a distorted geometry.

Structure (XYZ):
```
19
C5H14 (ωB97M-V/def2-TZVPD)
H -3.058 -2.133 -0.148
H -2.634 -2.070 -1.880
H 1.490 -0.239 1.748
H -0.277 0.918 0.800
H 3.552 1.066 -0.003
H -2.011 0.137 0.171
C 0.571 0.845 0.114
H -3.472 0.263 -0.749
H -1.940 0.267 -1.612
H 2.739 1.858 1.424
C 1.718 0.078 0.736
C -2.471 -0.154 -0.755
H 0.180 0.417 -0.806
H 0.767 1.898 -0.099
H -1.357 -1.945 -0.721
C -2.407 -1.676 -0.890
H 3.674 0.374 1.589
H 1.939 -0.822 0.152
C 2.998 0.918 0.928
```

Calculated values
Net charge: 0
LUMO energy (eV): 1.15
Calculated total energy (eV): -5411.6590
Orbital gap (eV): 12.4



Record 6
ORCA calculation (ωB97M-V/def2-TZVPD) on 2 unconnected molecules or ions with the total composition C19H27F13IN6O2.

Structure (XYZ):
```
68
C19H27F13IN6O2 (ωB97M-V/def2-TZVPD)
C -5.246 -3.849 -3.336
H -5.426 -4.718 -2.705
H -4.271 -0.570 -2.655
C -0.671 -3.997 -2.878
C 4.739 1.519 3.082
H -1.060 2.568 4.958
F 4.032 -0.469 4.173
H -2.173 -3.564 -1.508
N -1.857 -4.348 -2.065
H 0.434 -5.082 -1.547
C 1.356 1.097 -0.028
C -0.112 -2.631 -2.465
O -2.438 3.804 6.453
N -0.761 -1.367 -2.889
H -6.091 -3.716 -4.015
H 1.251 4.417 5.380
C -4.321 -1.487 -3.248
H 0.306 -5.774 -3.028
F 1.989 3.305 -0.633
H 0.899 -2.593 -2.866
H -1.604 -4.744 -4.560
H -4.525 -2.789 -1.559
O -2.960 -1.923 -3.590
C -0.837 0.824 -3.261
F 3.981 1.384 5.320
H -6.018 -2.175 -2.211
H 0.265 4.996 7.410
C 1.378 -0.056 -2.328
H -4.834 -1.268 -4.187
F 3.744 0.162 1.407
F 0.199 1.697 -0.434
F 2.490 1.008 3.780
C -1.984 -1.084 -3.350
H -2.634 -4.591 -2.662
N -2.043 0.230 -3.596
H -1.320 5.782 7.487
H -0.038 -2.630 -1.376
F 1.195 0.824 1.288
C 3.779 0.843 4.116
C 3.364 2.514 1.058
N 0.437 -4.894 -2.543
C -5.044 -2.582 -2.499
H -4.376 -4.037 -3.970
C 0.822 3.540 4.905
I -0.508 2.822 -3.535
F 5.421 1.421 0.834
F 3.384 1.709 -1.152
C -0.606 5.299 6.829
H 0.864 3.679 3.825
H 0.756 -0.857 -0.399
N -0.878 -4.091 -4.303
H 1.423 2.674 5.175
F 5.927 0.896 3.204
H -0.287 6.010 6.066
H 1.773 0.895 -2.686
H -2.842 0.718 -3.970
F 4.902 2.817 3.384
C -0.030 -0.159 -2.816
C 4.309 1.382 1.585
C -1.284 4.101 6.203
C 2.520 2.148 -0.203
H 2.491 -0.632 -0.544
N -0.550 3.351 5.334
H -1.003 -3.216 -4.784
C 1.528 -0.195 -0.800
F 4.158 3.536 0.691
F 2.536 2.961 2.017
H 1.978 -0.846 -2.784
```

Calculated values
Net charge: +1
LUMO energy (eV): -2.69
Calculated total energy (eV): -76599.3133
Orbital gap (eV): 8.2



Record 7
ORCA calculation (ωB97M-V/def2-TZVPD) on a molecular structure, C19H36I2InNOP2 at a distorted geometry.

Structure (XYZ):
```
62
C19H36I2InNOP2 (ωB97M-V/def2-TZVPD)
H -2.974 -0.692 0.445
C 0.001 2.007 2.675
H -4.463 -0.328 -0.477
H -1.194 -4.108 1.118
H -3.143 -0.248 -3.637
H 3.143 1.523 -3.700
H 4.228 2.142 -0.457
H -1.393 -2.653 2.106
H -0.003 2.060 4.828
C -3.400 -0.602 -0.562
C -0.007 -2.873 -1.059
C -0.009 -0.555 5.470
C -1.262 -3.013 1.083
H -4.502 0.685 -2.941
N -0.003 -0.966 0.463
H 3.314 -1.591 -1.070
P -2.549 0.716 -1.496
H 0.006 3.817 1.500
H 4.516 0.664 -2.927
H -3.320 -1.570 -1.076
H -0.011 -1.648 5.433
H -0.891 -0.221 6.034
H -0.011 -3.969 -1.127
C -3.412 0.672 -3.100
P 2.559 0.701 -1.488
H -2.626 2.291 0.342
C -0.007 -2.448 0.416
H 2.908 3.096 -1.213
H 2.637 2.273 0.352
C 0.010 0.528 -3.879
H 0.873 -0.225 6.037
I 0.005 1.952 -8.072
I 0.006 -0.759 -8.180
H -2.883 3.114 -1.226
O 0.009 0.641 -5.012
H 0.891 3.947 3.040
C 3.427 0.655 -3.089
C 1.243 -3.021 1.085
C -0.006 0.031 4.083
H 1.167 -4.115 1.121
H -4.213 2.169 -0.475
H -0.883 3.950 3.037
H 0.891 -2.512 -1.585
H 2.140 -2.750 0.519
C -0.005 -0.775 2.941
H 3.156 -0.264 -3.628
H -2.157 -2.735 0.516
H -3.123 1.539 -3.710
H 2.971 -0.712 0.452
H 1.374 -2.661 2.108
C -3.125 2.217 -0.637
C -0.002 -0.221 1.628
H -0.903 -2.507 -1.587
H 4.464 -0.357 -0.466
C 3.141 2.197 -0.625
H 0.004 1.710 0.569
H -0.008 -1.859 3.068
C 3.400 -0.624 -0.554
C -0.003 1.424 3.941
C 0.004 3.513 2.554
C 0.001 1.201 1.546
In 0.003 0.151 -1.457
```

Calculated values
Net charge: +2
LUMO energy (eV): -7.70
Calculated total energy (eV): -63762.9568
Orbital gap (eV): 4.9



Record 8
ORCA calculation (ωB97M-V/def2-TZVPD) on a molecular structure, C20H6Cl56NO2S2 at a distorted geometry.

Structure (XYZ):
```
87
C20H6Cl56NO2S2 (ωB97M-V/def2-TZVPD)
Cl 3.535 -4.298 -5.752
S -2.662 -3.200 0.568
Cl 1.473 2.323 -0.044
H -0.190 -4.705 0.036
H 3.065 0.823 0.402
Cl 0.205 -6.450 -8.401
C 0.027 -3.600 0.205
C 1.963 -6.717 -8.337
C 4.794 -3.237 -5.079
Cl -1.893 2.993 9.152
Cl 5.864 -4.185 -4.024
Cl -2.681 6.488 -8.278
C -2.983 -6.853 -6.715
Cl -2.713 -2.060 6.922
Cl -0.582 8.363 -8.982
Cl -0.360 6.779 -6.562
Cl 2.304 -1.329 5.728
Cl 1.730 -2.344 3.069
Cl -3.268 4.613 7.185
Cl 2.476 -6.967 -6.650
C 1.884 -2.778 4.788
Cl 7.049 -1.714 9.092
Cl -2.319 8.911 -6.725
Cl -2.356 3.519 -2.224
Cl 0.342 -3.436 5.373
Cl 2.806 -5.306 -9.010
C 1.829 -1.632 0.363
Cl 4.208 7.361 -3.339
C 1.528 -3.157 0.160
Cl 0.204 -3.157 -2.118
C 3.914 6.548 -4.891
Cl -3.604 2.619 2.551
C 6.321 -2.700 7.806
C 3.345 -1.154 0.299
Cl 5.042 5.186 -5.069
Cl 4.160 7.699 -6.220
Cl -4.723 3.546 9.457
H -2.523 0.513 -0.134
Cl 3.475 4.427 -0.072
Cl -1.468 4.453 1.850
O 3.798 0.178 0.236
Cl -7.296 1.037 9.762
Cl 0.612 -2.401 -4.892
Cl -2.627 -5.365 -5.813
C -1.486 7.636 -7.638
C -2.736 4.965 -3.190
Cl -4.311 4.750 -3.981
Cl -9.036 2.131 7.714
Cl 2.244 5.942 -4.933
Cl 2.369 -8.159 -9.291
C -2.391 3.747 3.194
Cl 3.158 -4.000 4.976
Cl -1.287 2.870 4.275
C -2.214 -0.529 6.170
S -2.165 -0.019 1.097
Cl -2.009 -0.768 4.419
C -0.774 -1.206 0.700
Cl -3.028 -6.490 -8.454
Cl -1.723 -8.067 -6.398
Cl -0.674 0.004 6.876
C 1.988 3.835 -0.837
Cl -2.025 -3.189 -3.989
Cl 0.098 -5.169 -4.206
Cl -2.795 6.387 -2.127
Cl -7.593 -0.338 7.224
Cl 5.742 -2.531 -6.404
Cl -3.460 0.703 6.454
C -0.279 -3.482 -3.805
H -2.762 -3.555 1.928
H 2.360 -3.928 -0.019
C -3.168 4.206 8.911
Cl 0.709 5.054 -0.670
Cl 2.287 3.524 -2.558
O 4.225 -2.055 0.258
Cl 4.037 -1.933 -4.134
Cl 4.625 -2.221 7.580
Cl -4.559 -7.491 -6.201
H 0.810 0.499 0.825
C 0.655 -0.615 0.650
Cl 7.213 -2.449 6.290
N -1.005 -2.617 0.475
Cl -1.480 5.200 -4.425
Cl -3.200 5.038 4.104
C -7.521 1.252 8.013
Cl -2.782 5.665 9.848
Cl -6.158 2.181 7.352
Cl 6.396 -4.416 8.261
```

Calculated values
Net charge: +1
LUMO energy (eV): -5.32
Calculated total energy (eV): -749331.6753
Orbital gap (eV): 6.9



Record 9
ORCA calculation (ωB97M-V/def2-TZVPD) on C5H12N2 in the gas phase at a distorted geometry.

Structure (XYZ):
```
19
C5H12N2 (ωB97M-V/def2-TZVPD)
H -0.745 -0.452 -1.695
C 2.165 -0.051 -0.119
C -0.061 -0.781 -0.907
H -2.928 1.637 0.001
H 0.717 1.174 -1.209
H -3.143 0.063 -0.522
H -0.903 1.084 1.062
H -2.219 0.006 1.718
N -2.484 0.762 -0.245
H 0.302 -1.771 -1.209
N 3.027 0.827 0.584
H 3.146 1.756 0.192
H -1.645 -1.714 0.103
H -0.224 -1.378 1.154
H 3.937 0.381 0.630
C -1.612 0.289 0.846
H 2.475 -1.078 0.077
C 1.093 0.216 -0.856
C -0.897 -0.971 0.393
```

Calculated values
Net charge: 0
LUMO energy (eV): 1.16
Calculated total energy (eV): -8358.8093
Orbital gap (eV): 9.2



Record 10
ORCA calculation (ωB97M-V/def2-TZVPD) on Br5HSi2 in the gas phase at a distorted geometry.

Structure (XYZ):
```
8
Br5HSi2 (ωB97M-V/def2-TZVPD)
H 2.384 -0.528 0.668
Si -1.055 -0.624 -0.205
Br -1.163 -2.711 0.460
Br 1.143 1.417 2.210
Br -1.379 -0.447 -2.488
Br 1.740 2.140 -1.485
Si 1.119 0.217 0.403
Br -2.789 0.536 0.436
```

Calculated values
Net charge: 0
LUMO energy (eV): -1.39
Calculated total energy (eV): -365988.7406
Orbital gap (eV): 8.6



Record 11
ORCA calculation (ωB97M-V/def2-TZVPD) on 2 unconnected molecules or ions with the total composition C11H18 at a distorted geometry.

Structure (XYZ):
```
29
C11H18 (ωB97M-V/def2-TZVPD)
H 2.241 1.954 -3.113
H 0.952 0.619 -3.330
C 1.672 1.171 -2.573
C -0.439 1.622 -1.161
H -0.116 -0.461 1.425
H -2.255 2.191 0.007
H 1.438 4.339 0.729
H -0.672 -1.729 2.771
C 0.900 3.689 0.222
H -0.980 4.059 1.128
H -2.383 -2.011 0.931
C 0.027 -1.430 1.861
H 2.682 2.903 -0.865
C -0.330 -2.434 0.718
H 2.463 0.313 -2.172
H 0.428 -2.318 -0.001
H -0.931 -4.631 0.710
H -0.876 -3.844 2.207
C -0.443 3.432 0.378
H -0.965 0.879 -1.858
H 1.084 -1.609 2.428
H -1.917 -2.502 -0.713
H 0.512 -4.309 1.581
C 0.891 1.792 -1.441
C -1.079 2.425 -0.275
C 1.563 2.767 -0.726
C -0.472 -3.936 1.276
C -1.613 -1.973 0.129
H -1.381 -0.967 -0.271
```

Calculated values
Net charge: 0
LUMO energy (eV): 0.95
Calculated total energy (eV): -11696.5621
Orbital gap (eV): 10.1